[1]
79
Properties=species:S:1:pos:R:3:forces:R:3 method="wB97M-V/def2-TZVPD" orbital_gap_ev="7.3661 / 3.6670" multiplicity=7
Eu 0.871077 0.641658 -0.511822 -0.04 -0.25 -0.76
Cl -0.245439 1.759008 -3.344504 0.78 0.39 0.48
C 0.885492 3.099887 -3.690410 0.94 0.87 -0.01
C 0.575668 3.767467 -4.877171 0.05 0.23 0.11
C 1.399129 4.805604 -5.337342 -0.47 -0.55 0.12
C 2.486268 5.200162 -4.570370 0.59 0.27 0.17
C 2.796409 4.610450 -3.336072 -2.17 -1.01 -1.35
Cl 4.110542 5.338599 -2.515495 0.19 -0.39 0.54
C 2.017846 3.463253 -2.872345 0.72 0.30 -0.29
S 2.673789 2.602497 -1.474036 -0.62 0.11 -0.47
H -0.335859 3.470068 -5.414261 0.60 0.16 0.13
H 1.175383 5.278244 -6.297109 0.13 -0.09 0.41
H 3.178731 5.983334 -4.925608 -0.63 -0.39 0.17
C -4.115407 0.292078 3.028343 -0.05 -0.13 -0.85
C -3.811273 0.038692 1.678631 0.72 -0.18 0.71
C -2.540690 -0.446337 1.333334 -0.23 0.17 0.40
C -1.591149 -0.708181 2.334653 -0.90 -0.02 0.76
C -1.932941 -0.467128 3.679231 -0.76 0.01 -0.53
C -3.189882 0.050408 4.023645 1.08 -0.12 0.10
P 0.020818 -1.401567 1.916250 0.76 0.58 -1.42
C 0.190318 -2.892881 2.895405 -0.32 -0.85 0.98
C 1.452770 -3.372251 3.297386 -0.80 -0.23 0.30
C 1.555311 -4.464684 4.158701 -0.89 0.02 -0.55
C 0.387362 -5.128700 4.580360 0.56 -0.17 0.11
C -0.859844 -4.716625 4.128620 0.27 0.29 -0.16
C -0.958704 -3.596114 3.300104 1.00 -0.22 0.16
C 1.203228 -0.218039 2.607100 0.97 0.21 2.86
C 1.638140 -0.234827 3.988830 -0.40 0.54 -1.44
C 2.521951 0.736693 4.449175 0.09 -0.78 0.37
C 3.016491 1.699532 3.563107 0.35 0.03 0.19
C 2.610529 1.713579 2.242995 -0.02 -0.14 0.82
C 1.693856 0.763381 1.781061 0.00 0.47 -1.54
H -5.092105 0.645718 3.305429 -0.27 0.17 -0.06
H -4.542046 0.187614 0.903126 -0.22 0.12 -0.08
H -2.308108 -0.635536 0.280480 0.00 0.01 0.33
H -1.252127 -0.766398 4.458379 0.27 0.19 0.14
H -3.395455 0.282763 5.071587 -0.11 -0.19 -0.37
H 2.336036 -2.859078 2.976121 0.39 0.20 -0.11
H 2.537819 -4.819003 4.427125 0.04 -0.05 0.24
H 0.460132 -5.988256 5.260502 0.01 0.40 -0.36
H -1.746917 -5.262954 4.430027 0.03 0.12 -0.03
H -1.909407 -3.244433 2.967361 -0.60 0.09 -0.08
H 1.246605 -1.005081 4.619110 0.03 -0.31 0.60
H 2.919888 0.676490 5.482645 -0.45 0.15 -0.72
H 3.776920 2.393495 3.911547 -0.13 0.05 0.03
H 3.034337 2.460561 1.578474 -0.08 -0.01 -0.08
C -1.052477 -3.244872 -0.923588 0.81 0.22 0.28
Si -0.485231 -1.852456 -2.132004 -0.52 -2.30 -0.79
C -2.038684 -1.269429 -3.108648 -0.61 0.47 1.07
C 0.663590 -2.809347 -3.365279 -0.16 0.89 0.00
C 1.306075 -2.067438 -4.369233 -0.34 -0.06 0.21
C 2.060048 -2.686756 -5.342768 0.52 0.02 -0.61
C 2.233670 -4.064926 -5.325652 -0.61 0.22 0.48
C 1.622802 -4.820406 -4.326505 0.65 -0.33 -0.55
C 0.843694 -4.203986 -3.381375 -0.34 0.56 0.99
H -1.438723 -4.088004 -1.513313 -0.04 0.25 0.01
H -1.839194 -2.874509 -0.265500 -0.01 -0.14 0.07
H -0.215546 -3.637570 -0.284552 -0.73 0.48 -0.58
H -2.790077 -2.090443 -3.079484 0.61 0.27 -0.18
H -1.817942 -0.984494 -4.131203 0.10 -0.10 -0.17
H -2.572180 -0.402586 -2.640150 0.54 -0.54 -0.26
H 1.204186 -0.989051 -4.440078 -0.09 0.03 0.23
H 2.527535 -2.063139 -6.114659 -0.15 -0.40 0.26
H 2.786374 -4.565893 -6.083784 0.51 -0.19 -0.47
H 1.811564 -5.897036 -4.276910 -0.24 0.36 -0.07
H 0.403324 -4.811893 -2.600267 -0.07 0.03 -0.01
C -2.968448 3.383475 0.059338 0.45 -0.05 0.25
As -1.061371 2.892919 0.331186 0.00 0.87 0.34
C -0.204233 4.504374 -0.471419 -0.59 -0.01 0.84
C -0.957505 3.449146 2.234875 0.05 0.00 -0.29
H -3.076681 4.399004 0.468987 -0.14 -0.27 -0.34
H -3.574631 2.694370 0.662837 0.10 0.17 -0.29
H -3.246796 3.330249 -1.004704 0.09 0.07 0.46
H -0.698529 5.386504 -0.004961 0.47 -0.46 -0.38
H -0.403598 4.482428 -1.537959 0.08 0.11 -0.14
H 0.880630 4.480763 -0.284020 -0.50 0.04 -0.07
H -1.511430 4.391990 2.297416 0.04 -0.17 0.19
H 0.068777 3.611843 2.588525 -0.17 -0.14 -0.38
H -1.404485 2.684007 2.872548 -0.10 0.07 -0.08


[2]
85
Properties=species:S:1:pos:R:3:forces:R:3 method="wB97M-V/def2-TZVPD" orbital_gap_ev="6.5028 / 5.5563" e_above_lowest_kcal_mol=0.00 multiplicity=2
Rh -0.580407 -1.564908 0.832468 -0.09 -0.03 -0.15
Se 1.439831 -1.367112 2.163993 0.08 -0.06 0.18
C 2.939459 -1.769062 1.046045 -0.05 0.09 -0.07
C 3.026058 -2.703561 0.021117 0.03 0.02 -0.02
C 4.210155 -2.815191 -0.696685 -0.04 -0.02 -0.01
N 5.297741 -2.085912 -0.469059 0.02 0.04 0.03
C 5.217086 -1.208674 0.533960 0.01 -0.09 0.03
C 4.085369 -1.014823 1.304089 0.04 0.00 -0.02
H 2.195783 -3.338526 -0.243587 -0.09 -0.05 -0.01
H 4.278446 -3.537411 -1.504846 0.00 0.01 0.00
H 6.107700 -0.619515 0.726223 0.01 0.00 0.00
H 4.082138 -0.261490 2.081724 -0.01 0.00 -0.01
C -5.048825 5.174200 -2.681737 0.01 -0.01 0.01
C -4.088639 4.130514 -2.183069 -0.01 0.01 -0.02
C -2.961465 3.781221 -2.917129 -0.01 0.00 -0.01
C -2.057870 2.828866 -2.469480 -0.01 0.00 -0.02
C -0.902362 2.476820 -3.373231 0.00 0.02 0.04
C -2.286766 2.229509 -1.216362 0.02 0.02 0.07
As -0.953509 0.982248 -0.595319 -0.05 0.25 -0.04
N -0.962457 0.417356 1.103509 -0.03 -0.08 -0.07
C -0.802989 1.260096 2.204685 0.02 0.05 0.00
C -0.967971 2.643585 2.099631 -0.07 0.01 0.00
C -0.842796 3.474871 3.202210 -0.02 0.00 -0.04
C -0.563997 2.951470 4.454057 0.01 -0.02 0.00
C -0.429761 1.575456 4.579035 -0.01 -0.01 -0.01
C -0.549391 0.744233 3.479536 -0.04 -0.01 0.04
C 0.879597 1.549029 -0.961851 -0.02 -0.15 -0.06
C 1.687813 0.503760 -1.439199 0.01 0.04 -0.03
C 1.108809 -0.792680 -1.940004 0.03 -0.04 0.08
C 3.061839 0.679868 -1.492440 -0.01 0.00 -0.02
C 3.650684 1.875772 -1.103242 -0.01 0.02 0.01
C 5.143916 2.047874 -1.138895 0.00 0.00 -0.02
C 2.821968 2.918535 -0.714997 0.00 0.00 0.00
C 1.436260 2.790904 -0.646486 0.03 0.03 0.04
C 0.644839 4.019325 -0.277392 0.06 0.05 -0.06
C -3.466099 2.489656 -0.499198 0.02 -0.02 0.05
C -3.881829 1.754839 0.747250 0.01 0.02 -0.03
C -4.329474 3.460030 -0.994021 -0.01 -0.02 0.00
H -4.722133 5.591845 -3.632864 0.00 0.00 0.00
H -5.139136 5.990908 -1.963854 0.00 0.00 0.00
H -6.044729 4.750231 -2.819439 0.00 0.00 0.00
H -2.786406 4.252061 -3.878282 0.00 0.00 0.00
H -1.151002 2.745086 -4.398973 0.00 0.00 0.00
H -0.677713 1.409536 -3.359115 0.00 -0.01 0.00
H 0.010268 3.007156 -3.098829 0.01 0.00 0.02
H -1.226361 3.078722 1.142827 -0.03 -0.05 0.10
H -0.977863 4.542630 3.075463 0.00 0.00 0.00
H -0.468350 3.597753 5.315971 0.00 0.00 0.00
H -0.233325 1.133229 5.547831 0.00 0.00 -0.01
H -0.458727 -0.321349 3.629634 -0.01 -0.01 0.01
H 0.260082 -0.637761 -2.608461 -0.01 -0.03 0.02
H 0.760561 -1.436731 -1.120163 0.00 -0.02 0.02
H 1.867481 -1.369629 -2.465475 0.03 0.00 -0.02
H 3.686280 -0.139567 -1.834429 -0.01 0.03 0.00
H 5.645475 1.089561 -1.268474 -0.01 0.01 -0.01
H 5.505187 2.503352 -0.216132 0.00 0.00 0.01
H 5.440366 2.698986 -1.963787 0.00 0.00 0.00
H 3.261851 3.875967 -0.452529 0.00 0.00 -0.01
H 0.760849 4.252212 0.781644 0.00 0.00 -0.03
H -0.416669 3.918843 -0.491003 0.02 0.01 -0.05
H 1.014870 4.871869 -0.849425 0.01 0.00 0.00
H -3.172055 0.998279 1.058545 0.00 0.00 0.00
H -4.830969 1.248325 0.562186 0.00 0.02 -0.01
H -4.031123 2.449566 1.575132 0.01 0.01 0.00
H -5.231942 3.677222 -0.431557 0.00 0.00 0.00
Cl -2.446543 -1.412583 -0.729305 0.07 -0.07 0.07
N -0.119001 -8.629231 0.652897 0.01 0.01 -0.01
C 0.045913 -7.794350 -0.406668 0.01 0.00 0.03
O 0.258644 -8.178958 -1.535999 -0.01 0.00 -0.01
C -0.032682 -6.324325 -0.087191 0.02 -0.03 0.02
C 0.345939 -5.795420 1.136627 0.02 0.02 0.00
C 0.242630 -4.432728 1.340918 -0.03 -0.05 -0.04
N -0.239211 -3.606529 0.404261 0.08 0.14 0.09
C -0.589723 -4.114326 -0.785144 0.01 -0.03 0.00
C -0.481575 -5.459151 -1.072224 -0.01 0.01 -0.03
H -0.155769 -9.615913 0.458684 0.00 0.00 -0.01
H -0.517551 -8.299593 1.513905 0.00 -0.01 0.00
H 0.744421 -6.416299 1.927351 0.00 0.01 0.00
H 0.546590 -3.973118 2.271742 0.00 -0.02 0.00
H -0.982109 -3.413667 -1.507573 -0.02 0.02 0.00
H -0.754379 -5.840189 -2.045898 0.00 0.00 0.00
Cl -3.642398 -0.912239 3.057674 0.04 0.01 -0.02
Ge -2.099064 -2.269231 2.449585 -0.05 -0.10 -0.05
Cl -1.225988 -2.941381 4.315822 0.02 0.00 0.02
Cl -3.181829 -4.030246 1.782797 0.03 0.05 0.03